No. 1
C19H32ClN3Ru | ωB97M-V/def2-TZVPD

2S+1 = 5
Relative energy (zero: lowest compared OMol25 entry of this formula, charge and spin) = 98.3 kcal/mol
Net charge = +2
Max |F| = 5.1 eV/Å
Expectation value of S² = 6.043

```
56
Properties=species:S:1:pos:R:3:nbo_charge:R:1
C -0.5878 6.7310 -1.2990 0.101
C -2.0714 7.0311 -1.3226 -0.641
C 0.1247 7.4769 -0.1909 -0.640
C 0.0598 6.9642 -2.6475 -0.641
Cl -0.4119 4.9109 -0.9239 -0.203
H 0.0467 8.5503 -0.3708 0.234
H 1.1787 7.2137 -0.1539 0.221
H -0.3187 7.2607 0.7776 0.220
H -2.2220 8.0899 -1.5398 0.234
H -2.5330 6.8115 -0.3634 0.220
H -2.5782 6.4511 -2.0895 0.222
H -0.0199 8.0207 -2.9083 0.234
H -0.4300 6.3837 -3.4251 0.222
H 1.1131 6.6964 -2.6297 0.220
C -1.1251 -1.0668 1.9435 -0.102
C -0.1924 -0.1347 2.4595 -0.284
C -0.6155 1.1707 2.1005 -0.169
H 0.6880 -0.3758 3.0315 0.270
C -1.8194 1.0466 1.3725 -0.233
C -2.1310 -0.3341 1.2732 -0.230
H -2.9943 -0.7605 0.7903 0.273
H -1.0949 -2.1357 2.0703 0.276
H -0.1250 2.0929 2.3630 0.285
H -2.4025 1.8606 0.9772 0.287
C 1.5471 -0.8291 -1.7826 -0.277
C 1.9217 -1.4659 -0.5774 -0.163
C 2.4081 -0.4653 0.2987 -0.270
H 1.8785 -2.5230 -0.3759 0.285
C 2.3242 0.7880 -0.3614 -0.189
C 1.7969 0.5601 -1.6516 -0.221
H 1.6176 1.3055 -2.4064 0.285
H 1.1552 -1.3170 -2.6584 0.273
H 2.7795 -0.6281 1.2968 0.269
H 2.6336 1.7388 0.0392 0.284
Ru 0.0000 0.0000 0.0000 1.101
C 2.0939 -4.3824 -1.3526 -0.463
N 0.7702 -4.6797 -0.6204 -0.495
C 1.0041 -6.0285 -0.1341 -0.445
C -0.4579 -3.7895 -0.0739 0.705
N -0.3243 -2.4610 -0.0289 -0.853
N -1.5176 -4.3692 0.7819 -0.417
C -1.6065 -5.7316 1.2837 -0.432
C -2.7309 -3.6149 1.1238 -0.436
H 2.7632 -5.2255 -1.6610 0.271
H 2.9371 -4.0783 -0.6455 0.205
H 2.0178 -3.7399 -2.2478 0.216
H 1.1489 -5.9930 0.9705 0.205
H 0.2535 -6.6808 -0.5979 0.226
H 1.9561 -6.5463 -0.4109 0.243
H 0.1774 -2.5081 -0.8286 0.354
H -1.6753 -5.7127 2.3907 0.219
H -2.4878 -6.2059 0.8202 0.219
H -0.8343 -6.4345 1.1164 0.245
H -2.7405 -3.1952 2.1535 0.205
H -3.0271 -2.9303 0.3122 0.225
H -3.5808 -4.2998 1.3081 0.250
```

No. 2
C19H32F4N2PtSi | ωB97M-V/def2-TZVPD

2S+1 = 1
Relative energy (zero: lowest compared OMol25 entry of this formula, charge and spin) = 43.1 kcal/mol
Net charge = +2
Max |F| = 2.6 eV/Å

```
59
Properties=species:S:1:pos:R:3:nbo_charge:R:1
Pt -0.0315 -0.2072 -0.0099 0.703
C -2.4536 0.2657 -1.6232 -0.433
N -2.0907 0.2993 -0.1864 -0.350
C -2.9968 -0.5578 0.6109 -0.423
C -2.0759 1.6834 0.3658 -0.247
C -0.9897 2.5523 -0.2368 -0.288
N 0.2580 1.8260 -0.1719 -0.455
C 1.4467 2.4180 -0.3402 0.082
C 2.6048 1.6312 -0.1022 0.346
F 2.4121 0.3565 0.2892 -0.287
C 3.8755 2.1084 -0.2418 0.345
F 4.8988 1.3117 0.0006 -0.256
C 4.0822 3.4293 -0.6321 -0.188
C 2.9787 4.2400 -0.8642 0.348
F 3.1493 5.4957 -1.2227 -0.251
C 1.6921 3.7620 -0.7377 0.369
F 0.6870 4.5667 -1.0220 -0.256
H -3.4155 0.7608 -1.7795 0.231
H -2.5392 -0.7695 -1.9443 0.236
H -1.6958 0.7540 -2.2300 0.222
H -4.0140 -0.1610 0.5636 0.231
H -2.6740 -0.5761 1.6491 0.230
H -2.9917 -1.5650 0.2085 0.234
H -1.9187 1.5955 1.4402 0.235
H -3.0410 2.1716 0.2023 0.245
H -0.9578 3.4910 0.3186 0.269
H -1.2139 2.8219 -1.2747 0.250
H 5.0851 3.8194 -0.7563 0.293
C -1.6162 -3.6352 -0.1742 -1.256
Si -0.1598 -2.4789 -0.0020 1.271
C 1.0259 -2.9957 -1.7085 -0.252
C 2.3718 -2.3279 -1.5148 -0.632
C 1.0627 -4.5020 -1.7340 -0.657
C 0.1742 -2.3593 -2.7973 -0.648
C 0.6811 -3.0285 1.8942 -0.165
C 2.1137 -2.5412 1.9185 -0.650
C -0.2381 -2.2602 2.8369 -0.654
C 0.5300 -4.5238 1.9688 -0.670
H -1.2939 -4.6741 -0.2050 0.275
H -2.1815 -3.4357 -1.0893 0.255
H -2.3202 -3.5355 0.6569 0.250
H 2.9426 -2.7605 -0.6983 0.225
H 2.2762 -1.2533 -1.3588 0.188
H 2.9722 -2.4642 -2.4247 0.237
H 1.5116 -4.9306 -0.8386 0.218
H 1.6999 -4.8153 -2.5733 0.248
H 0.0824 -4.9424 -1.9052 0.226
H 0.0579 -1.2837 -2.6549 0.200
H -0.8080 -2.8261 -2.8810 0.223
H 0.6737 -2.5044 -3.7651 0.246
H 2.2028 -1.4824 1.6851 0.206
H 2.7577 -3.1134 1.2552 0.229
H 2.5108 -2.6758 2.9337 0.248
H -0.2108 -1.1857 2.6581 0.206
H 0.1044 -2.4248 3.8674 0.250
H -1.2706 -2.6114 2.7880 0.223
H 1.0768 -5.0499 1.1875 0.231
H -0.5092 -4.8465 1.9704 0.232
H 0.9641 -4.8521 2.9244 0.264
```

No. 3
C19H32N2O2 | ωB97M-V/def2-TZVPD

2S+1 = 1
Relative energy (zero: lowest compared OMol25 entry of this formula, charge and spin) = 462.0 kcal/mol
Structure (SMILES) = C=CCCCCCCCCC(=O)NNC1=CC(=O)CC(C)(C)C1
Max |F| = 18.3 eV/Å

```
55
Properties=species:S:1:pos:R:3:nbo_charge:R:1
C -4.8196 -1.8603 1.8707 -0.437
C -3.7573 -2.5287 1.1597 -0.102
C -2.9702 -1.9769 -0.0566 -0.440
C -3.4791 -0.8636 -0.7123 -0.345
C -2.7208 -0.3666 -1.7228 -0.454
C -1.3094 -0.0248 -1.2645 -0.362
C -0.9941 1.6299 -1.4465 -0.345
C -1.8425 2.3315 -0.3314 -0.433
C -1.3846 3.7428 -0.0937 -0.409
C -0.3409 3.8809 0.8797 -0.531
C 0.9614 3.4616 0.7079 0.663
O 1.7114 3.7086 -0.3178 -0.591
N 1.1340 2.2597 1.5748 -0.462
N 2.3341 1.4978 1.3266 -0.408
C 2.4135 0.3217 0.8918 0.295
C 1.1795 -0.4912 1.2947 -0.507
C 1.1144 -1.9623 0.8247 0.491
O 0.0141 -2.5094 1.1679 -0.616
C 2.4691 -2.4892 0.5770 -0.517
C 3.3702 -1.5097 -0.5496 -0.015
C 2.7895 -1.3382 -1.6570 -0.658
C 4.7531 -2.3991 -0.4916 -0.564
C 3.5767 -0.5144 0.4670 -0.397
H -5.3045 -2.3594 2.7434 0.200
H -5.0888 -0.9534 1.5929 0.174
H -3.4308 -3.4360 1.4267 0.179
H -3.2111 -2.8406 -0.8514 0.185
H -2.0456 -2.0595 0.1903 0.244
H -4.6888 -0.6312 -0.8015 0.230
H -3.3586 0.0978 0.1879 0.140
H -3.0141 0.4134 -2.2440 0.213
H -2.6330 -1.0241 -2.5797 0.199
H -0.7750 -0.4465 -0.5113 0.229
H -0.4742 -0.3892 -2.1682 0.171
H -1.2554 1.9339 -2.2581 0.167
H -0.0138 1.8329 -1.2112 0.201
H -2.9850 2.3058 -0.2574 0.236
H -1.7490 1.7483 0.7470 0.189
H -2.3732 4.5591 0.2035 0.213
H -1.1640 4.2671 -1.1415 0.230
H -0.8490 3.8709 2.0628 0.242
H -0.0909 5.0600 1.1850 0.262
H 0.6497 1.8274 2.2598 0.413
H 3.0255 2.1576 0.7455 0.401
H 0.2815 -0.0734 1.7755 0.211
H 2.9241 -2.8247 1.6231 0.274
H 2.2871 -3.5203 -0.1913 0.212
H 2.5368 -2.4610 -2.2076 0.239
H 3.3805 -0.5524 -2.2783 0.244
H 1.6726 -0.8985 -1.3843 0.253
H 5.2242 -2.4977 0.3238 0.189
H 4.5454 -3.3035 -1.2537 0.216
H 5.4056 -1.6664 -1.1137 0.193
H 4.1814 -0.6747 1.3710 0.262
H 4.1883 0.5383 -0.0835 0.132
```

No. 4
C19H32N2O5 | ωB97M-V/def2-TZVPD

2S+1 = 1
Relative energy (zero: lowest compared OMol25 entry of this formula, charge and spin) = 92.1 kcal/mol
Structure (SMILES) = CCO[C@H]1CC[C@@H]1C(=O)N[C@@H]1C[C@H](C(=O)NC2(CCOC)CC2)C[C@H]1O
Max |F| = 1.5 eV/Å

```
58
Properties=species:S:1:pos:R:3:nbo_charge:R:1
C 0.6667 -2.1022 -0.2714 -0.645
C 0.7618 -2.5424 -1.7241 -0.060
O -0.4905 -2.8922 -2.2832 -0.537
C -1.3647 -1.8102 -2.5829 0.121
C -2.2096 -2.0758 -3.8370 -0.416
C -3.4322 -1.5005 -3.0775 -0.396
C -2.6776 -1.7550 -1.7576 -0.336
C -2.7100 -0.6180 -0.7476 0.688
O -2.8527 0.5470 -1.0913 -0.650
N -2.4572 -0.9672 0.5307 -0.611
C -2.2864 -0.0368 1.6218 -0.071
C -1.2977 1.1008 1.3327 -0.397
C -0.4280 1.2786 2.6040 -0.317
C 1.0198 0.9250 2.2778 0.703
O 1.4933 -0.1699 2.5363 -0.639
N 1.7023 1.8942 1.6277 -0.619
C 2.9934 1.6992 1.0299 0.096
C 3.0514 0.6733 -0.0843 -0.418
C 1.9261 0.8104 -1.0930 -0.056
O 1.8391 2.1499 -1.5214 -0.551
C 0.7440 2.3492 -2.3814 -0.251
C 3.9258 2.8681 1.0593 -0.400
C 4.1608 1.7031 1.9789 -0.408
C -1.0252 0.3339 3.6519 -0.424
C -1.7137 -0.7561 2.8439 0.101
O -2.6421 -1.5395 3.5681 -0.711
H 1.6581 -1.9537 0.1619 0.224
H 0.1239 -1.1611 -0.1711 0.202
H 0.1516 -2.8577 0.3238 0.212
H 1.2482 -1.7711 -2.3347 0.156
H 1.3851 -3.4346 -1.7912 0.189
H -0.7932 -0.8812 -2.6182 0.186
H -1.9054 -1.5558 -4.7468 0.205
H -2.2942 -3.1400 -4.0399 0.218
H -3.5771 -0.4450 -3.2831 0.231
H -4.3757 -2.0296 -3.2034 0.208
H -2.8829 -2.7209 -1.3027 0.222
H -2.3903 -1.9464 0.7587 0.406
H -3.2483 0.3998 1.9242 0.186
H -0.6929 0.8434 0.4608 0.216
H -1.8306 2.0097 1.0613 0.235
H -0.4515 2.3074 2.9656 0.223
H 1.1550 2.6480 1.2340 0.399
H 4.0145 0.7472 -0.5948 0.212
H 2.9996 -0.3262 0.3522 0.230
H 2.1017 0.1419 -1.9458 0.169
H 0.9756 0.5080 -0.6306 0.159
H 0.7268 3.3960 -2.6770 0.194
H 0.8295 1.7358 -3.2859 0.164
H -0.2046 2.1137 -1.8833 0.176
H 4.5700 3.0123 0.2031 0.219
H 3.5661 3.7997 1.4762 0.217
H 3.9546 1.8135 3.0339 0.225
H 4.9822 1.0274 1.7816 0.216
H -0.2817 -0.0895 4.3244 0.243
H -1.7492 0.8603 4.2813 0.208
H -0.9352 -1.4464 2.4971 0.188
H -3.5267 -1.1715 3.4581 0.466
```

No. 5
C19H32N6O3S | ωB97M-V/def2-TZVPD

2S+1 = 1
Relative energy (zero: lowest compared OMol25 entry of this formula, charge and spin) = 131.9 kcal/mol
Structure (SMILES) = O=S1(=O)CCCC1.CC(C)=O.CC#N.CC#N.CC#N.CC#N.CC#N.CC#N
Max |F| = 4.7 eV/Å

```
61
Properties=species:S:1:pos:R:3:nbo_charge:R:1
O -0.7386 2.0381 6.1558 -0.952
S -1.9131 1.4107 6.7215 2.052
O -3.2958 1.8055 6.2152 -0.921
C -1.6695 -0.4836 6.7419 -0.602
C -1.6580 -0.9293 8.1880 -0.434
C -1.2286 0.2478 9.0383 -0.411
C -1.8936 1.5214 8.5472 -0.636
H -0.7859 -0.6988 6.1409 0.252
H -2.5372 -0.7871 6.1561 0.250
H -2.6001 -1.3662 8.5192 0.226
H -0.9543 -1.7379 8.3854 0.246
H -0.1754 0.5272 9.0668 0.220
H -1.5360 0.0919 10.0723 0.221
H -1.4705 2.4595 8.9066 0.253
H -2.9612 1.4407 8.7519 0.235
C 2.2666 -1.7428 7.8270 -0.733
C 2.8367 -2.8442 8.7052 0.597
C 4.0560 -3.6279 8.2624 -0.729
O 2.4102 -3.0779 9.8484 -0.590
H 1.2105 -1.8915 7.6019 0.237
H 2.8405 -1.6117 6.9097 0.232
H 2.3235 -0.7985 8.3685 0.245
H 4.0736 -4.6286 8.6942 0.236
H 4.9054 -3.0841 8.6759 0.274
H 4.1767 -3.6328 7.1792 0.216
C 1.6299 0.0605 12.2842 -0.714
C 2.3245 0.5907 11.0645 0.325
N 2.8813 0.9746 10.1522 -0.386
H 0.5765 0.2857 12.1180 0.248
H 1.9843 0.5914 13.1678 0.255
H 1.7189 -1.0239 12.3501 0.276
C 1.3637 -3.7577 4.4403 -0.737
C 0.2144 -3.8092 5.3309 0.309
N -0.7309 -3.8112 6.0220 -0.368
H 1.9299 -2.8531 4.6622 0.285
H 1.1643 -3.8926 3.3773 0.258
H 1.9240 -4.6263 4.7861 0.253
C 0.9916 1.3508 3.1034 -0.727
C 1.4826 0.3367 4.0325 0.346
N 1.9199 -0.4561 4.7677 -0.410
H 0.1723 0.9830 2.4858 0.264
H 1.8752 1.5780 2.5069 0.253
H 0.7641 2.2561 3.6663 0.279
C 6.5667 -0.4835 9.6831 -0.730
C 6.8254 -1.9313 9.5293 0.302
N 7.0507 -3.0983 9.4883 -0.340
H 5.5661 -0.3115 10.0797 0.261
H 6.7051 -0.0352 8.6993 0.261
H 7.2451 0.0612 10.3398 0.252
C 1.8754 -7.0426 8.5761 -0.725
C 2.7251 -7.6590 9.5659 0.285
N 3.4030 -8.1056 10.4084 -0.329
H 2.1306 -7.5080 7.6241 0.250
H 2.0729 -5.9717 8.5283 0.260
H 0.8363 -7.1687 8.8804 0.258
C 4.2811 1.1194 6.3616 -0.731
C 5.0777 -0.0695 6.4619 0.310
N 5.6863 -1.0665 6.5586 -0.366
H 4.1800 1.4211 5.3190 0.256
H 4.7360 1.8990 6.9726 0.257
H 3.3781 0.8202 6.8937 0.277
```

No. 6
C19H32O6P | ωB97M-V/def2-TZVPD

Calculated total energy = -41789.2542 eV
2S+1 = 1
Net charge = +1
Max |F| = 0.4 eV/Å

```
58
Properties=species:S:1:pos:R:3:nbo_charge:R:1
O -0.2376 2.1842 0.2726 -0.515
C -0.9126 1.1805 0.2742 0.554
C -2.0790 1.1096 -0.7196 -0.833
P -1.4430 0.5050 -2.2768 1.094
C -0.0387 1.4534 -2.8646 -0.726
C 1.2895 0.8211 -2.4300 -0.441
C 1.5420 -0.5675 -3.0419 -0.065
O 1.8616 -1.5317 -2.0713 -0.737
C -0.6178 -0.0122 1.0937 -0.149
C 0.6961 -0.1744 1.5482 -0.151
C 1.0406 -1.2950 2.2862 -0.202
C 0.0735 -2.2489 2.5982 -0.152
C -1.2376 -2.0857 2.1626 -0.210
C -1.5824 -0.9755 1.4042 -0.191
H -2.8843 0.4384 -0.4148 0.278
H -2.4883 2.1066 -0.8850 0.290
H -1.0993 -0.8332 -2.1110 0.061
H -2.4830 0.5418 -3.2019 0.046
H -0.1120 1.5156 -3.9527 0.268
H -0.1470 2.4612 -2.4598 0.287
H 2.0887 1.5042 -2.7146 0.249
H 1.3308 0.7322 -1.3445 0.236
H 2.3207 -0.4894 -3.8043 0.191
H 0.6502 -0.9397 -3.5579 0.148
H 2.8030 -1.4059 -1.8637 0.504
H 1.4449 0.5685 1.3117 0.238
H 2.0613 -1.4200 2.6180 0.229
H 0.3339 -3.1227 3.1795 0.231
H -1.9932 -2.8155 2.4153 0.231
H -2.6155 -0.8674 1.0983 0.207
O 4.2348 -0.1755 -1.4941 -0.638
C 5.2980 -0.7270 -1.3094 0.823
O 5.3086 -2.0607 -1.3313 -0.499
C 6.5149 -2.8425 -1.2276 -0.071
C 6.9220 -3.0659 0.2111 -0.639
C 6.5518 0.0476 -1.0076 -0.744
H 7.3079 -2.3860 -1.8187 0.182
H 6.2565 -3.7846 -1.7054 0.208
H 7.1751 -2.1311 0.7115 0.209
H 7.7935 -3.7185 0.2510 0.233
H 6.1107 -3.5388 0.7635 0.223
H 6.5876 0.2268 0.0670 0.254
H 6.4888 1.0078 -1.5118 0.255
H 7.4675 -0.4528 -1.3073 0.231
O -8.8883 1.1029 1.9665 -0.543
C -7.8259 1.6477 1.9613 0.793
O -6.8461 1.1163 1.1779 -0.514
C -5.5832 1.7393 0.9876 -0.065
C -4.5914 1.3798 2.0765 -0.639
C -7.5167 2.8450 2.8283 -0.746
H -5.6868 2.8195 0.8736 0.181
H -5.2462 1.3512 0.0238 0.173
H -4.9021 1.7663 3.0463 0.227
H -3.6071 1.7993 1.8538 0.203
H -4.5036 0.2966 2.1672 0.215
H -7.1978 2.4837 3.8060 0.247
H -8.4368 3.4074 2.9578 0.258
H -6.7511 3.5083 2.4346 0.215
```